Computed, not measured: a molecular structure, C12H12FNO in a non-equilibrium geometry, with ωB97M-V/def2-TZVPD.

Results
- E_LUMO (hartree) = 0.031
- E_tot (eV) = -18890.204
- multiplicity = 1
- charge = 0
- ΔE to the lowest compared entry with this formula, charge and spin (eV) = 0.0000
- orbital gap (hartree) = 0.331

Element x y z (Å)
C  2.12125  0.75629  2.44896
C  1.13232  0.96285  3.32371
C  1.61146  0.70734  1.13305
C  0.25444  0.89573  1.27458
C  1.52545  0.30767  -1.25719
C  2.23171  0.47141  -0.15896
C  -1.23434  -1.35208  -0.61862
C  -1.78363  -0.25089  0.30531
C  -0.86785  0.87905  0.26116
C  0.09666  0.28874  -1.42238
C  -1.85292  -2.73670  -0.41867
C  -0.36323  1.12777  -2.59445
N  -0.35237  -1.02008  -1.39239
O  -0.04159  0.94360  2.56820
F  3.61570  0.50158  -0.24397
H  3.20570  0.89251  2.61055
H  1.15721  0.85896  4.42691
H  2.20583  -0.10378  -2.04911
H  -2.80330  -0.11191  -0.15612
H  -1.80181  -0.52949  1.34153
H  -1.12197  1.85341  0.08526
H  -2.76140  -2.61326  0.09223
H  -1.09939  -3.31172  0.21233
H  -1.91447  -3.33999  -1.29054
H  -1.19438  1.67541  -2.29794
H  -0.52843  0.52914  -3.40787
H  0.56335  1.71847  -2.77554

Here are the Löwdin charges for atoms 1 to 2, given in e: atom 1 (C): -0.037, atom 2 (C): -0.070

***

Computed, not measured: 2 unconnected molecules or ions with the total composition C7H10ClFO2S in a non-equilibrium geometry, with ωB97M-V/def2-TZVPD.

Results
- E_LUMO (hartree) = -0.038
- E_tot (eV) = -37587.574
- multiplicity = 1
- charge = 0
- ΔE to the lowest compared entry with this formula, charge and spin (eV) = 0.5834
- orbital gap (hartree) = 0.305

Element x y z (Å)
C  1.48267  1.51963  -0.32682
C  0.66721  0.52895  0.32034
C  1.26804  2.83122  -0.19229
C  0.80368  -0.78712  0.19192
C  2.05481  3.89305  -0.86862
C  -2.86109  -2.74673  0.32273
C  -1.45263  -2.64967  -0.08182
O  0.43548  -2.95611  1.63896
O  -1.10025  -1.07236  2.01102
F  -1.51919  -1.06373  -1.37599
S  -0.28923  -1.83161  1.10399
Cl  -0.74735  -3.81170  -1.01902
H  2.28750  1.15902  -0.95201
H  -0.13002  0.87390  0.96668
H  0.45441  3.17724  0.43286
H  1.53000  -1.30913  -0.40241
H  2.92613  3.48465  -1.37475
H  2.37467  4.64623  -0.14914
H  1.42680  4.39690  -1.60506
H  -3.24327  -1.74090  0.49540
H  -3.46746  -3.26610  -0.41546
H  -2.90091  -3.27562  1.27948

Here are the Löwdin charges for atoms 1 to 2, given in e: atom 1 (C): -0.104, atom 2 (C): -0.125